No. 1
# C3H8N4O

A single C3H8N4O molecule (ωB97M-V/def2-TZVPD, the Open Molecules 2025 dataset).

Its molecular weight is 116.124 g/mol. The calculation puts the HOMO energy (alpha / beta) at -7.18 / -7.18 eV. As for the LUMO energy (alpha / beta): 0.015 / 0.015 Ha. The multiplicity is 1. The HOMO-LUMO gap (alpha / beta) comes out at 7.590 / 7.591 eV.

Atoms and positions in Å:
C  -0.58501  0.27806  0.26491
C  0.08578  -0.98256  -0.22727
C  -1.25111  1.08490  -0.87312
N  1.68987  1.18056  0.49112
N  0.48484  1.00255  0.96805
N  2.08216  0.16151  -0.12687
N  -0.07940  -2.03103  0.58858
O  2.99570  -0.03876  -0.91616
H  -1.39930  0.02978  1.08059
H  -0.02422  -1.26233  -1.26724
H  -1.72820  2.08056  -0.44593
H  -2.02846  0.40680  -1.33900
H  -0.37820  1.21215  -1.56069
H  0.24870  1.79159  1.46027
H  0.04236  -2.95976  0.27084
H  -0.15551  -1.95400  1.63192

Atomic forces in eV per Å
C -0.77 0.25 0.96
C -0.23 1.14 0.83
C -0.04 0.14 0.60
N 3.54 -0.26 -2.16
N -2.39 -1.48 1.30
N -3.30 -1.64 -0.89
N 0.00 -0.54 2.25
O 0.76 0.62 0.52
H 1.70 0.26 -1.50
H 0.55 0.33 -0.21
H 1.11 -2.04 -1.20
H 0.70 1.07 0.33
H -1.14 0.63 0.03
H -1.10 1.89 1.28
H 0.38 -0.63 -0.36
H 0.20 0.27 -1.78

No. 2
# C3H8N4O

A single C3H8N4O molecule (ωB97M-V/def2-TZVPD, the Open Molecules 2025 dataset).

Its molecular weight is 116.124 g/mol. The calculation puts the HOMO energy at -9.02 eV. As for the LUMO energy: 0.028 Ha. The multiplicity is 1. As for the structure (SMILES): NC/C=N/NC(N)=O. The HOMO-LUMO gap comes out at 9.767 eV.

Atoms and positions in Å:
N  0.13506  -2.57864  2.16689
C  -0.00369  -2.77051  0.71117
C  -0.33932  -1.56211  -0.22412
N  0.02098  -0.34469  -0.07613
N  -0.41881  0.63093  -0.90878
C  0.24181  1.89508  -0.72904
N  -0.59532  3.04051  -0.77661
O  1.38171  2.05018  -0.52634
H  0.28511  -3.51872  2.61420
H  -0.81478  -2.29986  2.49595
H  0.87879  -3.32764  0.47005
H  -0.69094  -3.57837  0.42306
H  -0.96242  -1.90353  -1.02217
H  -1.37780  0.84344  -1.14454
H  -0.17420  3.80220  -0.30513
H  -1.58364  2.96966  -0.70638

Atomic forces in eV per Å
N -1.75 -0.34 0.39
C 0.12 -0.18 -0.09
C 0.54 -0.05 1.27
N 0.17 -1.70 0.98
N 0.60 2.37 -0.86
C -3.10 0.40 0.23
N 0.34 -1.73 -0.79
O 2.98 -0.36 0.46
H -0.07 1.25 -0.73
H 1.06 -0.09 0.03
H 1.25 0.50 -0.87
H -0.84 0.47 0.22
H -0.60 0.14 -0.83
H -0.44 -1.28 0.21
H 0.29 0.70 0.18
H -0.56 -0.09 0.20

No. 3
# C3H8N4O

A 2-piece molecular cluster, C3H8N4O overall (ωB97M-V/def2-TZVPD, the Open Molecules 2025 dataset).

Its molecular weight is 116.124 g/mol. The calculation puts the HOMO energy at -7.33 eV. As for the LUMO energy: 0.021 Ha. The multiplicity is 1. As for the structure (SMILES): [H]/N=C(\N)O.C=C=NN. The HOMO-LUMO gap comes out at 7.887 eV.

Atoms and positions in Å:
H  -2.06422  -1.01142  -1.54095
N  -1.43555  -0.26042  -1.28287
C  -1.42016  0.02644  -0.04433
N  -2.34638  -0.42435  0.86361
O  -0.72855  1.15623  0.43297
H  -3.26267  -0.71419  0.56348
H  -2.37990  0.00645  1.77383
H  -0.20745  1.51722  -0.31515
C  2.30500  -0.58043  1.63798
C  1.66451  -0.14675  0.58608
N  1.67150  -0.01306  -0.64533
N  1.07969  0.55365  -1.74117
H  2.33607  -0.04301  2.56984
H  3.02098  -1.38123  1.54102
H  0.48372  -0.12829  -2.21871
H  1.28343  1.44315  -2.18028

Atomic forces in eV per Å
H -0.04 -0.09 0.42
N 0.56 -0.24 -0.06
C -1.72 2.45 -0.58
N 0.36 -0.15 1.16
O -0.68 -1.65 -0.49
H 0.38 -0.11 -0.44
H 0.33 0.11 -0.10
H -0.27 -0.63 0.20
C 0.25 -0.13 1.69
C 1.49 -0.39 -3.41
N -0.66 2.61 0.28
N -0.62 -2.26 0.63
H -0.48 -0.01 0.15
H -0.06 -0.15 -0.20
H 0.03 1.11 0.25
H 1.14 -0.48 0.50

No. 4
# C3H8N4O

A single C3H8N4O molecule (ωB97M-V/def2-TZVPD, the Open Molecules 2025 dataset).

Its molecular weight is 116.124 g/mol. The calculation puts the HOMO energy at -9.28 eV. As for the LUMO energy: 0.021 Ha. The multiplicity is 1. As for the structure (SMILES): CN(N)/C=N\C=N/O. The HOMO-LUMO gap comes out at 9.841 eV.

Atoms and positions in Å:
C  -0.42633  1.26780  0.16239
N  -1.02578  -0.03981  -0.23161
N  -2.43640  -0.23534  -0.14209
C  -0.37220  -1.27679  -0.43400
N  0.84704  -1.62618  -0.12977
C  1.62822  -0.72930  0.76404
N  2.59791  0.07400  0.39989
O  2.67636  0.46987  -0.95084
H  -0.92915  2.11550  -0.13023
H  -0.43172  1.36433  1.25784
H  0.66944  1.33022  -0.10242
H  -2.66535  0.30637  -0.94510
H  -2.72603  0.22753  0.79954
H  -0.96640  -2.13806  -0.69809
H  1.40115  -0.93479  1.79789
H  2.15923  -0.17534  -1.41743

Atomic forces in eV per Å
C 2.40 -2.75 1.60
N 1.34 -1.86 -0.18
N 0.77 1.37 2.01
C 1.56 1.06 1.97
N -0.10 2.47 0.72
C 0.92 -0.14 -3.44
N -1.73 -0.49 1.49
O 0.20 -0.53 1.40
H -1.50 1.52 -1.59
H 0.01 -0.27 0.04
H -1.47 -0.10 -0.15
H -1.82 0.70 -0.18
H 0.19 -0.88 -2.40
H -0.76 0.50 -0.68
H 0.65 0.17 0.30
H -0.65 -0.78 -0.92

No. 5
# C3H8N4O

A single C3H8N4O molecule (ωB97M-V/def2-TZVPD, the Open Molecules 2025 dataset).

Its molecular weight is 116.124 g/mol. The calculation puts the HOMO energy at -9.51 eV. As for the LUMO energy: 0.023 Ha. The multiplicity is 1. As for the structure (SMILES): [H]/N=C(/C)N(N)C(N)=O. The HOMO-LUMO gap comes out at 10.146 eV.

Atoms and positions in Å:
H  0.25777  2.02224  -1.15801
N  1.08781  1.65634  -0.78918
C  0.90027  0.44615  -0.26620
C  2.01398  -0.43003  0.30096
N  -0.24707  -0.33965  -0.17424
N  -0.16905  -1.70765  -0.33315
C  -1.57269  0.15948  -0.11656
N  -1.66869  1.42022  0.36555
O  -2.52177  -0.51740  -0.39861
H  2.55685  -1.05385  -0.41301
H  1.67396  -1.06023  1.18513
H  2.94362  0.21840  0.69319
H  -0.67781  -2.11572  0.46627
H  -0.96192  -1.88970  -1.01632
H  -2.67065  1.53350  0.65293
H  -0.94461  1.65790  1.00127

Atomic forces in eV per Å
H -1.70 0.60 -0.68
N 0.97 -4.14 2.59
C 1.92 1.13 -1.13
C 3.04 1.68 1.97
N -2.06 2.14 -0.15
N -2.14 -1.80 -0.90
C 1.58 0.08 0.14
N -2.40 0.20 -0.06
O -0.75 -0.82 -0.42
H -0.74 -0.15 -0.19
H 0.36 0.82 -1.34
H -2.31 -0.94 -0.73
H 0.78 0.09 0.20
H 1.50 0.04 0.23
H 1.62 0.44 -0.13
H 0.34 0.64 0.60

No. 6
# C3H8N4O

A single C3H8N4O molecule (ωB97M-V/def2-TZVPD, the Open Molecules 2025 dataset).

Its molecular weight is 116.124 g/mol. The calculation puts the HOMO energy at -8.27 eV. As for the LUMO energy: 0.024 Ha. The multiplicity is 1. As for the structure (SMILES): CN/C(=N/N)NC=O. The HOMO-LUMO gap comes out at 8.920 eV.

Atoms and positions in Å:
C  -0.28564  2.44902  0.14226
N  -0.49581  0.98053  0.05266
C  0.58118  0.12092  -0.27419
N  1.80519  0.30666  -0.37433
N  2.43491  -0.94031  0.23271
N  -0.14281  -1.16474  0.05260
C  -1.62779  -1.33546  0.04220
O  -2.53579  -0.50042  -0.08006
H  0.67832  2.34841  0.84601
H  -1.29178  3.14203  0.48331
H  0.21920  3.04608  -0.89314
H  -1.49739  0.33628  0.20526
H  3.19382  -0.43348  0.98363
H  3.02240  -1.56134  -0.66791
H  0.50834  -2.05053  0.55363
H  -1.76335  -2.50598  -0.07735

Atomic forces in eV per Å
C 1.82 1.22 -0.54
N -0.33 -0.08 -1.81
C -7.02 -0.23 3.95
N 2.55 -1.18 0.29
N 3.95 0.36 -1.30
N -0.09 -3.32 1.00
C 2.95 -3.08 -1.32
O 1.61 -1.79 0.64
H -2.18 1.73 -0.90
H 3.17 -2.46 -0.67
H -1.81 -2.02 2.70
H 2.26 4.19 -0.87
H -2.25 -2.16 -3.22
H -1.74 2.88 3.64
H -2.59 3.65 -2.35
H -0.31 2.29 0.76

| no. | electronic energy (Ha) |
| --- | --- |
| 1 | -413.17501 |
| 2 | -413.31710 |
| 3 | -413.22405 |
| 4 | -413.21936 |
| 5 | -413.33947 |
| 6 | -413.13147 |